[1]
Formula: C14H19BrClINO6
Source: the OMol25 dataset
Level of theory: wB97M-V/def2-TZVPD

Values from the calculation:
E_tot in eV: -119247.0445
M in g/mol: 539.57
Gap between HOMO and LUMO in hartree: 0.2142
HOMO level in eV: -11.53

ORCA input file:
```
! wB97M-V def2-TZVPD RIJCOSX def2/J DEFGRID3
* xyz 1 1
C -0.158 0.326 -0.972
H -3.220 0.447 -0.741
C 4.808 1.945 -0.952
H -2.323 0.863 2.283
N 2.174 1.864 -0.592
Br 3.385 2.414 2.265
H 6.325 1.529 -2.281
H 5.969 2.893 0.871
C 2.047 1.665 0.928
H -3.145 -3.887 3.648
H -4.101 -6.317 2.034
H -2.793 -3.908 1.274
O -1.817 -2.081 1.064
C 3.337 2.700 -1.071
O -3.419 -4.632 1.097
H 3.260 3.095 -2.168
C -2.829 1.855 -2.541
C 5.870 3.049 -0.306
H -1.001 -0.552 -3.026
C -0.331 0.093 0.675
I 1.272 1.382 -3.734
H 6.955 2.954 -0.739
C -3.408 -5.493 2.226
C -2.786 0.375 -1.836
H -3.545 -0.310 -2.451
H 4.722 1.082 -0.164
H -2.402 -5.908 2.341
C -3.824 -4.727 3.465
H 3.413 3.675 -0.385
H -3.825 -5.377 4.344
C -1.589 -0.771 1.309
H -1.491 -1.460 -1.449
H -4.826 -4.303 3.336
C 0.814 0.778 1.627
Cl 0.768 0.565 3.499
O -1.978 2.828 -2.178
H -4.527 2.843 -3.204
C 1.125 1.207 -1.513
O -3.849 2.205 -3.576
H 5.536 4.164 -0.459
O 5.312 1.406 -2.225
C -1.312 -0.373 -1.911
O -2.590 -0.103 2.188
*
```

***

[2]
Formula: C14H19IN7OYb
Source: the OMol25 dataset
Level of theory: wB97M-V/def2-TZVPD

Values from the calculation:
E_tot in eV: -66926.9397
M in g/mol: 601.30
Gap between HOMO and LUMO (alpha / beta) in hartree: 0.0705 / 0.1255
HOMO level (alpha / beta) in eV: 2.59 / 1.04

ORCA input file:
```
! wB97M-V def2-TZVPD RIJCOSX def2/J DEFGRID3
* xyz -2 2
N 1.890 -2.467 -1.226
H -3.043 -0.841 -2.902
C -0.968 4.237 1.270
H -2.235 0.810 -3.001
N 0.023 -3.509 -1.398
H 2.894 2.940 1.123
H -2.974 4.197 -0.447
H -2.303 2.983 -1.560
H 3.216 -4.140 -1.585
H -1.507 -4.898 -1.470
C -0.051 2.595 0.049
C -1.859 -0.188 -1.225
H -1.876 -3.392 -2.336
Yb 0.195 -0.253 0.172
C 0.239 3.973 1.805
N -0.268 0.231 4.567
C 2.899 -1.448 -1.006
C 1.022 -4.442 -1.624
C -0.089 -0.370 5.711
H -3.102 2.486 -0.050
N 0.031 -0.841 6.778
H 2.174 1.320 0.875
C 0.104 -0.216 3.430
O -2.256 -0.323 -0.086
N 0.414 -0.453 2.311
H 3.849 -1.775 -1.463
H 0.817 4.456 2.571
H 0.803 -5.479 -1.807
N -1.181 3.357 0.218
H 2.593 -0.482 -1.459
N 0.789 2.923 1.077
C -2.147 -0.238 -2.636
I 0.572 1.925 -1.891
C 2.058 2.283 1.400
H 3.094 -1.299 0.082
H -1.688 5.002 1.502
C 2.201 -3.796 -1.514
H 2.110 2.088 2.483
C -1.384 -3.812 -1.442
C -2.440 3.242 -0.503
H -1.230 -0.697 -3.088
C 0.527 -2.258 -1.151
H -1.913 -3.430 -0.553
*
```

***

- Which formula does entry 1 have?
  C14H19BrClINO6